A cluster of 9 separate species, C4H26N2O9 in total at a distorted geometry, computed with ωB97M-V/def2-TZVPD.

Each atom is followed by the atoms it is bonded to, with distances in Å.
Atoms and positions in Å:
1 N -0.5264 2.5105 -1.4224  C2 1.445, H8 0.998, H9 1.094
2 C -1.7433 1.8601 -1.8508  N1 1.445, C3 1.651, H10 1.100, H11 1.213
3 C -1.7136 0.2859 -2.3488  C2 1.651, N4 1.423, H12 1.214, H13 1.170
4 N -1.5277 -0.2851 -1.0590  C3 1.423, C5 1.490, H14 1.103
5 C -1.9340 -1.7151 -1.1588  N4 1.490, C6 1.521, H15 1.170, H16 1.042
6 C -2.2238 -2.1344 0.2743  C5 1.521, O7 1.183, H17 1.096
7 O -1.3485 -2.1924 1.0674  C6 1.183
8 H 0.1203 2.0258 -0.8367  N1 0.998
9 H 0.1635 2.9017 -2.1759  N1 1.094
10 H -2.2239 2.5235 -2.5848  C2 1.100
11 H -2.3323 1.7039 -0.8015  C2 1.213
12 H -0.8206 0.3241 -3.1706  C3 1.214
13 H -2.8412 0.2231 -2.6553  C3 1.170
14 H -0.6279 -0.0911 -0.4512  N4 1.103
15 H -3.0050 -1.6582 -1.6256  C5 1.170
16 H -1.2117 -2.2859 -1.6475  C5 1.042
17 H -3.2129 -2.5930 0.3821  C6 1.096
18 O 4.4564 0.8297 -0.3969  H19 1.032, H20 1.002
19 H 3.8168 0.2775 0.1949  O18 1.032
20 H 4.8654 1.4438 0.2806  O18 1.002
21 O 1.5815 -3.3197 0.6124  H22 0.985, H23 0.974
22 H 1.4241 -4.1768 0.1538  O21 0.985
23 H 0.7191 -2.9575 0.3412  O21 0.974
24 O 2.8972 0.4961 -2.6585  H25 0.936, H26 0.994
25 H 3.4072 0.4628 -1.8745  O24 0.936
26 H 3.0494 -0.2195 -3.3309  O24 0.994
27 O -3.4804 -0.0857 0.5485  H28 0.975, H29 1.000
28 H -3.3000 0.7035 0.0054  O27 0.975
29 H -2.8320 -0.0514 1.3091  O27 1.000
30 O 0.3082 0.7625 2.7010  H31 0.980, H32 0.998
31 H 0.8727 1.5050 3.0020  O30 0.980
32 H 0.9167 0.0838 2.2944  O30 0.998
33 O 1.9635 -0.4332 0.4970  H34 0.932, H35 0.918
34 H 1.6245 -1.2862 0.6584  O33 0.932
35 H 1.5169 -0.0457 -0.2053  O33 0.918
36 O -2.2814 0.1832 2.9216  H37 0.923, H38 0.890
37 H -1.4159 -0.0861 2.7480  O36 0.923
38 H -2.5015 0.4350 3.7467  O36 0.890
39 O 3.1237 2.4508 1.2248  H40 0.902, H41 0.971
40 H 3.7688 3.0810 1.1938  O39 0.902
41 H 2.3656 2.8709 0.7863  O39 0.971

## Properties
SMILES: NCCNCC=O.O.O.O.O.O.O.O.O
energy: -25973.436 eV
energy above the lowest of the compared OMol25 structures with the same formula, charge and spin: 616.4 kJ/mol
total charge: 0
HOMO-LUMO gap: 8.695 eV
F_max: 5.67 eV Å⁻¹